{
  "formula": "C4H7Cl4MgO",
  "method": "ωB97M-V/def2-TZVPD",
  "gap_ev": 4.4,
  "homo_ev": -12.04,
  "e_above_lowest_ev": 9.540,
  "charge": 1,
  "species": ["Mg", "Cl", "C", "Cl", "Cl", "Cl", "H", "C", "C", "O", "C", "H", "H", "H", "H", "H", "H"],
  "coordinates": [[-3.10, -0.44, -1.91], [-1.51, 0.23, -1.71], [0.59, 1.76, -0.75], [0.80, 3.28, -1.55], [0.83, 1.99, 1.03], [1.65, 0.47, -1.37], [-0.43, 1.40, -0.91], [0.19, -0.04, 1.77], [0.71, -1.13, 0.78], [1.89, -1.37, 0.61], [-0.30, -1.59, -0.28], [1.04, 0.41, 2.28], [-0.44, -0.60, 2.46], [-0.41, 0.68, 1.22], [-1.33, -1.47, 0.04], [-0.05, -2.62, -0.55], [-0.15, -0.96, -1.16]],
  "nbo_charge": [1.81, -0.77, -0.28, 0.08, 0.03, 0.04, 0.17, -0.72, 0.61, -0.53, -0.74, 0.24, 0.22, 0.21, 0.15, 0.26, 0.23]
}